# 1
{
  "formula": "C45H51AgAs2N4O11S",
  "method": "wB97M-V/def2-TZVPD",
  "molar_mass_g_mol": 1113.70,
  "homo_lumo_gap_ev": 6.2,
  "fmax_ha_per_bohr": 0.05584,
  "total_charge": -2,
  "homo_ev": -2.34,
  "e_tot_ev": -212486.752,
  "e_above_lowest_kj_mol": 0.0,
  "species": ["Ag", "S", "C", "N", "C", "C", "N", "H", "H", "H", "H", "H", "H", "C", "O", "C", "O", "C", "C", "As", "C", "C", "C", "As", "C", "C", "O", "O", "C", "C", "O", "O", "C", "C", "O", "O", "C", "H", "H", "H", "H", "H", "H", "H", "H", "H", "H", "H", "H", "H", "H", "H", "H", "H", "H", "C", "C", "C", "C", "C", "C", "N", "C", "C", "C", "C", "C", "C", "H", "H", "H", "H", "H", "H", "H", "H", "H", "H", "C", "O", "H", "H", "H", "C", "C", "C", "C", "C", "C", "N", "C", "C", "C", "C", "C", "C", "C", "O", "O", "C", "C", "H", "H", "H", "H", "H", "H", "H", "H", "H", "H", "H", "H", "H", "H"],
  "xyz": [[-0.6263, 2.2922, -1.3848], [-1.9234, 0.8547, -3.1304], [-3.3440, 0.4698, -2.1807], [-4.1919, -0.5658, -2.3815], [-5.1509, -0.6788, -1.3087], [-4.7780, 0.5042, -0.3433], [-3.7162, 1.1341, -1.0645], [-4.0600, -1.3045, -3.0860], [-5.1549, -1.6809, -0.8468], [-6.1460, -0.4814, -1.6883], [-4.3803, 0.2339, 0.6307], [-5.6649, 1.1420, -0.2267], [-3.1001, 1.7774, -0.5786], [-0.7089, -2.1667, -3.1688], [-2.0251, -2.5615, -2.8290], [-2.2254, -3.1716, -1.6753], [-3.3673, -3.4093, -1.2961], [-1.0321, -3.4522, -0.8666], [-0.4915, -4.6946, -0.7604], [-1.7768, -6.1149, -1.0005], [-0.6522, -7.6522, -0.3939], [-2.6310, -5.5700, 0.7492], [-2.6010, -4.3540, 1.2701], [-0.5732, -2.2400, 0.6931], [-2.1239, -1.1250, 0.5178], [-3.4692, -3.6746, 2.2284], [-4.4370, -3.0094, 1.9338], [-2.8779, -3.5674, 3.4422], [-3.4533, -2.6288, 4.3201], [-3.6221, -6.5580, 1.3384], [-4.1857, -6.3462, 2.4038], [-3.9068, -7.6307, 0.5799], [-4.6938, -8.6788, 1.1939], [0.6847, -4.8793, 0.0601], [0.7882, -5.4657, 1.1166], [1.8618, -4.3644, -0.4225], [1.8939, -3.8762, -1.7232], [-0.7796, -1.4929, -4.0462], [-0.1235, -3.0409, -3.3485], [-0.3200, -1.5572, -2.3643], [0.3825, -7.4807, -0.6802], [-1.1178, -8.5202, -0.8945], [-0.6291, -7.7816, 0.7072], [-3.0277, -1.7055, 0.6701], [-2.1049, -0.6446, -0.4832], [-2.0559, -0.2841, 1.2656], [-4.4528, -2.8979, 4.5952], [-3.4132, -1.5966, 3.8549], [-2.8123, -2.6179, 5.1886], [-5.0074, -9.3219, 0.4211], [-5.5491, -8.2057, 1.6733], [-4.1060, -9.1710, 1.9845], [2.8512, -4.1731, -2.1410], [1.6967, -2.7627, -1.7469], [1.1146, -4.3222, -2.3454], [-4.7457, 5.6815, -0.4996], [-3.5542, 5.7227, -1.1961], [-2.4805, 4.9259, -0.7650], [-2.5938, 4.0129, 0.2574], [-3.8598, 3.9449, 0.9064], [-4.8740, 4.7986, 0.5565], [-1.6557, 3.0306, 0.4846], [-1.3188, 2.7119, 1.7878], [-0.3924, 1.6631, 2.0219], [0.0818, 1.3625, 3.2999], [-0.2531, 2.1990, 4.3740], [-1.2036, 3.1650, 4.1962], [-1.7657, 3.3861, 2.9621], [-5.5700, 6.3628, -0.8016], [-3.4405, 6.3431, -2.0781], [-1.5677, 4.9695, -1.3287], [-4.0976, 3.1829, 1.6804], [-5.8749, 4.7992, 0.9894], [-0.0688, 1.0253, 1.1867], [0.8375, 0.5652, 3.4318], [0.2516, 2.0823, 5.3045], [-1.5375, 3.7423, 5.0809], [-2.5439, 4.1084, 2.8724], [1.6732, -0.6247, 0.2826], [0.4125, -0.9619, -0.2528], [2.2122, -0.0193, -0.4438], [2.2267, -1.5365, 0.5428], [1.5191, 0.0165, 1.1715], [8.6323, 5.3798, 1.1344], [7.6426, 4.2308, 0.9114], [7.8436, 2.9996, 1.5899], [6.9593, 1.9917, 1.3095], [6.0012, 2.0548, 0.3744], [5.8258, 3.2547, -0.3942], [4.8725, 3.3626, -1.3907], [4.1204, 2.3373, -1.9918], [4.6729, 1.0854, -2.2214], [3.9355, 0.0800, -2.8543], [2.6703, 0.3824, -3.4121], [2.1756, 1.6423, -3.1687], [2.8084, 2.6009, -2.4086], [2.1534, 4.0060, -2.1827], [2.8945, 4.9874, -2.1318], [0.8883, 3.9578, -2.0071], [6.6574, 4.3723, -0.0788], [6.3851, 5.6878, -0.7354], [9.3631, 5.1541, 1.8810], [8.1097, 6.3006, 1.4390], [9.1843, 5.5943, 0.2392], [8.6408, 2.8201, 2.2847], [7.0355, 1.0545, 1.9001], [5.3133, 1.2454, 0.2754], [4.4895, 4.2728, -1.5712], [5.6665, 0.8119, -1.9495], [4.3943, -0.9040, -3.0265], [2.1097, -0.3323, -4.0136], [1.1184, 1.9000, -3.4276], [6.2339, 5.5484, -1.8434], [7.2071, 6.3396, -0.6261], [5.4949, 6.1926, -0.3594]]
}


# 2
{
  "formula": "C45H51BeN8O2",
  "method": "wB97M-V/def2-TZVPD",
  "molar_mass_g_mol": 744.97,
  "homo_lumo_gap_ev": 5.5,
  "fmax_ha_per_bohr": 0.07737,
  "total_charge": 1,
  "homo_ev": -9.77,
  "e_tot_ev": -63897.233,
  "e_above_lowest_kj_mol": 0.0,
  "species": ["Be", "C", "C", "O", "H", "H", "H", "H", "H", "N", "C", "C", "C", "C", "C", "H", "H", "H", "H", "H", "N", "C", "C", "C", "C", "C", "H", "H", "H", "H", "H", "N", "C", "C", "C", "C", "C", "H", "H", "H", "H", "H", "N", "C", "C", "C", "C", "C", "H", "H", "H", "H", "H", "N", "C", "C", "C", "C", "C", "H", "H", "H", "H", "H", "N", "C", "C", "C", "C", "C", "H", "H", "H", "H", "H", "N", "C", "C", "C", "C", "C", "H", "H", "H", "H", "H", "N", "C", "C", "C", "C", "C", "H", "H", "H", "H", "H", "C", "C", "O", "C", "H", "H", "H", "H", "H", "H"],
  "xyz": [[-1.6259, -1.8521, -1.0797], [0.9565, 2.1543, -0.0829], [1.1929, 0.6244, -0.0983], [0.2490, -0.0999, -0.8390], [1.8338, 2.7262, 0.2196], [0.0353, 2.3152, 0.4771], [0.8123, 2.5157, -1.1010], [1.2427, 0.2846, 0.9362], [2.2388, 0.4023, -0.3104], [5.4348, 1.8481, 1.4834], [6.0519, 0.7966, 0.9630], [5.6204, -0.5301, 1.0819], [4.5435, -0.7216, 1.8652], [3.8564, 0.2972, 2.4286], [4.3764, 1.5674, 2.2454], [6.9105, 0.9793, 0.3338], [6.0930, -1.4259, 0.7070], [4.2078, -1.7330, 2.0405], [2.8913, 0.2985, 2.9133], [3.8274, 2.4138, 2.6308], [-3.3682, -0.5224, 0.1972], [-4.7218, -0.8017, 0.2024], [-5.6630, 0.0265, 0.8299], [-5.2801, 1.1099, 1.6522], [-3.9181, 1.4708, 1.5629], [-3.0006, 0.5948, 0.9248], [-5.0333, -1.7585, -0.1899], [-6.7197, -0.1923, 0.8725], [-6.0075, 1.7770, 2.0906], [-3.6644, 2.4194, 2.0124], [-1.9404, 0.7959, 0.9679], [-0.2944, -2.4439, -3.4307], [-0.8577, -3.4467, -4.1453], [-0.2826, -3.8631, -5.3449], [0.8087, -3.1685, -5.8547], [1.3126, -2.0629, -5.2032], [0.7401, -1.7519, -3.9608], [-1.6270, -3.9941, -3.6210], [-0.6245, -4.7898, -5.7816], [1.2801, -3.4643, -6.7803], [2.1334, -1.4819, -5.5970], [1.1161, -0.9616, -3.3280], [-1.4321, 5.2210, 0.6976], [-1.9346, 4.4295, -0.3161], [-3.1468, 4.7996, -0.9502], [-3.7441, 6.0428, -0.6259], [-3.2521, 6.7854, 0.3931], [-2.0725, 6.3934, 1.0947], [-1.4090, 3.6155, -0.7932], [-3.4604, 4.2384, -1.8181], [-4.4273, 6.5530, -1.2887], [-3.7490, 7.7309, 0.5528], [-1.6220, 6.9582, 1.8975], [0.4086, 0.9429, 5.9601], [1.5208, 1.6582, 6.1337], [1.9610, 2.6113, 5.1917], [1.0964, 2.9098, 4.0959], [-0.0996, 2.1963, 3.9736], [-0.4364, 1.2998, 4.9729], [2.0415, 1.2771, 6.9997], [2.8010, 3.2822, 5.2953], [1.2625, 3.5157, 3.2174], [-0.7734, 2.4112, 3.1573], [-1.3149, 0.6851, 4.8438], [-2.7895, -0.1881, -2.7141], [-3.7401, -0.4629, -3.6832], [-4.0694, 0.3817, -4.7397], [-3.3204, 1.5727, -4.8721], [-2.4729, 1.9415, -3.8702], [-2.2490, 1.0532, -2.8331], [-4.3769, -1.3350, -3.6663], [-4.7543, 0.1073, -5.5285], [-3.5848, 2.2914, -5.6337], [-1.8505, 2.8241, -3.8643], [-1.4359, 1.2705, -2.1563], [0.1354, -3.6193, -0.6067], [-0.2547, -4.8991, -0.3181], [0.3352, -5.7761, 0.5712], [1.5780, -5.3944, 1.0874], [2.0312, -4.0926, 0.7525], [1.2911, -3.2835, -0.0089], [-1.0819, -5.2637, -0.9090], [0.0426, -6.8012, 0.7444], [2.0446, -6.0803, 1.7789], [2.9388, -3.7485, 1.2261], [1.7090, -2.3079, -0.2089], [-1.4921, -2.2857, 1.6522], [-2.4357, -3.1059, 2.2582], [-2.3582, -3.6401, 3.5811], [-1.2470, -3.2595, 4.3538], [-0.3503, -2.3985, 3.8169], [-0.4975, -1.9602, 2.4955], [-3.2756, -3.4745, 1.6880], [-3.1285, -4.2820, 3.9823], [-1.2592, -3.4248, 5.4211], [0.4195, -1.9255, 4.4087], [0.2515, -1.3535, 2.0084], [4.7151, 1.4182, -2.3091], [4.4379, 0.0581, -2.9995], [4.0765, -0.0155, -4.1689], [4.5384, -1.1899, -2.1381], [5.7772, 1.6223, -2.1738], [4.2491, 1.5651, -1.3347], [4.3687, 2.2408, -2.9347], [3.7630, -1.2245, -1.3728], [5.5216, -1.3258, -1.6876], [4.4456, -2.1374, -2.6688]]
}